ORCA calculation (the ωB97M-V functional and the def2-TZVPD basis) on a molecular structure, C30H19CoF2N5O6S in a non-equilibrium geometry.

The LUMO energy (spin up / spin down) comes out at 1.9 / 0.9 eV. Its total energy is -105050.6169 eV. The HOMO energy (spin up / spin down) comes out at -5.4 / -5.5 eV. For the largest force on an atom, the calculation gives 5.49 eV/A. As for the relative energy (zero: lowest compared OMol25 entry of this formula, charge and spin): 0.0 kJ/mol. As for the multiplicity: 5. The total charge is -1.

Each line ends with the Löwdin charge.
Cartesian coordinates (Å):
Co: 0.774 -0.551 1.315  0.84
O: -0.489 2.603 4.362  -0.32
S: -0.813 1.443 3.530  0.66
O: -1.090 0.184 4.162  -0.31
N: 0.403 1.162 2.383  -0.15
C: 1.294 2.181 2.067  -0.26
C: 1.132 3.563 2.328  -0.01
C: 2.282 4.344 2.135  -0.07
C: 3.480 3.855 1.606  -0.06
C: 3.673 2.491 1.433  -0.16
C: 4.900 1.855 1.154  0.00
C: 4.902 0.521 0.868  -0.05
C: 3.719 -0.199 0.951  -0.10
N: 2.588 0.397 1.244  0.03
C: 2.507 1.680 1.560  -0.17
C: -2.248 1.725 2.508  -0.27
C: -2.143 2.240 1.196  -0.05
C: -3.262 2.138 0.386  -0.07
C: -4.456 1.489 0.804  -0.08
C: -4.531 1.173 2.134  -0.10
C: -3.449 1.269 2.995  -0.07
H: 0.276 3.845 2.916  0.08
H: 2.315 5.381 2.537  0.11
H: 4.315 4.552 1.420  0.11
H: 5.801 2.408 1.202  0.10
H: 5.830 -0.002 0.561  0.12
H: 3.715 -1.268 0.757  0.12
H: -1.241 2.722 0.785  0.11
H: -3.106 2.480 -0.616  0.10
H: -5.337 1.354 0.213  0.09
H: -5.484 0.838 2.583  0.11
H: -3.451 0.876 3.978  0.10
F: 3.383 -3.760 -1.904  0.07
C: 3.234 -2.589 -2.555  -0.18
C: 2.101 -1.891 -2.497  0.07
N: 1.992 -0.611 -3.179  0.00
C: 0.874 0.295 -2.902  -0.02
C: 0.806 0.617 -1.338  -0.55
O: 0.614 1.783 -1.049  0.06
O: 1.032 -0.395 -0.572  -0.16
C: 3.062 -0.104 -3.987  -0.41
O: 3.078 1.016 -4.525  0.04
N: 4.154 -0.972 -4.086  0.19
C: 4.327 -2.233 -3.514  -0.39
O: 5.320 -2.918 -3.709  0.07
H: 1.209 -2.216 -1.971  0.15
H: -0.045 -0.194 -3.291  0.13
H: 1.057 1.168 -3.536  0.11
H: 4.915 -0.700 -4.721  0.17
F: 1.749 -1.974 1.900  -0.41
N: -6.860 -4.876 -2.655  0.13
C: -5.925 -4.421 -2.122  -0.23
C: -4.863 -3.812 -1.459  -0.27
C: -4.602 -2.476 -1.781  -0.06
C: -3.786 -1.718 -1.025  -0.03
C: -3.092 -2.325 0.075  -0.24
C: -3.445 -3.660 0.512  -0.01
C: -4.230 -4.445 -0.343  -0.02
C: -1.977 -1.752 0.588  -0.10
C: -0.930 -1.161 0.925  -0.01
H: -4.961 -2.086 -2.752  0.13
H: -3.636 -0.650 -1.154  0.11
H: -2.993 -4.102 1.400  0.11
H: -4.370 -5.592 -0.232  0.14